# 1
A molecular structure, C12H30N2NaO4, computed with ωB97M-V/def2-TZVPD.

**HOMO**: -12.45 eV
**Frontier orbital gap**: 10.380 eV
**Charge**: +1
**Energy above the lowest of the compared OMol25 structures with the same formula, charge and spin**: 6.6 kcal/mol
**LUMO energy**: -2.071 eV
**Spin multiplicity**: 1

Last column: Mulliken charge in e.
Cartesian coordinates (Å):
Na: 0.32539 -0.23684 0.20780  0.72
C: -1.77101 0.36483 2.84284  -0.95
O: -1.33921 -0.56552 1.88090  0.03
C: -2.17880 -1.69181 1.73014  -0.67
C: -1.36521 -2.80218 1.08054  -0.85
N: -0.99142 -2.44597 -0.30011  -0.19
C: 0.18752 -3.20694 -0.74181  -0.66
C: 0.60720 -2.77304 -2.12468  -0.67
O: 0.89722 -1.37169 -2.04685  -0.12
C: 0.94511 -0.68162 -3.27029  -0.82
H: -1.98330 -0.10505 3.81085  0.37
H: -2.66440 0.91459 2.52876  0.32
H: -0.96716 1.07790 3.02934  0.19
H: -3.01468 -1.44063 1.06434  0.35
H: -2.56268 -2.06003 2.68505  0.46
H: -2.00839 -3.69379 1.11885  0.44
H: -0.47503 -3.01359 1.67355  0.30
H: -1.82452 -2.61731 -0.85095  0.26
H: -0.01793 -4.28411 -0.82344  0.39
H: 0.95067 -3.01419 0.01161  0.37
H: -0.25455 -2.84018 -2.79807  0.38
H: 1.49318 -3.30568 -2.46956  0.37
H: 1.24052 0.34054 -3.05599  0.15
H: -0.02168 -0.71425 -3.78932  0.31
H: 1.65574 -1.15613 -3.95944  0.36
C: 2.43920 -0.16451 2.85190  -0.95
O: 1.87849 0.67579 1.85771  -0.05
C: 2.77175 1.67820 1.38911  -0.57
C: 1.85024 2.76892 0.86725  -0.89
N: 1.11270 2.29034 -0.31743  -0.02
C: -0.04151 3.17571 -0.56293  -0.88
C: -1.00153 2.59503 -1.57333  -0.63
O: -1.47569 1.35272 -1.15260  -0.08
C: -2.22310 0.72462 -2.17724  -0.74
H: 1.73469 -0.97184 3.05539  0.22
H: 2.64724 0.38092 3.77522  0.34
H: 3.36498 -0.66123 2.53610  0.36
H: 3.52299 1.31463 0.68528  0.40
H: 3.28538 2.11781 2.25456  0.43
H: 2.36408 3.71658 0.67106  0.46
H: 1.15210 2.94362 1.68610  0.28
H: 1.74423 2.41507 -1.10573  0.19
H: 0.23658 4.18488 -0.87899  0.37
H: -0.58530 3.19694 0.38553  0.39
H: -0.54202 2.54897 -2.57843  0.43
H: -1.80543 3.33312 -1.73732  0.39
H: -3.14457 1.28783 -2.36794  0.36
H: -2.49036 -0.28616 -1.88405  0.10
H: -1.65769 0.70475 -3.11328  0.29

---

# 2
A molecular structure, C12H30N3NaO7, computed with ωB97M-V/def2-TZVPD.

**HOMO (alpha / beta)**: -12.11 / -12.06 eV
**Frontier orbital gap (alpha / beta)**: 8.285 / 4.044 eV
**Charge**: +1
**LUMO energy (alpha / beta)**: -3.829 / -8.016 eV
**Spin multiplicity**: 2
**<S²>**: 0.757

Last column: Mulliken charge in e.
Cartesian coordinates (Å):
Na: -0.43010 1.10056 -0.26227  0.68
N: -0.98834 3.37838 -2.33836  1.15
O: -0.18191 3.77484 -1.47233  -0.38
O: -1.46174 2.21396 -2.23158  -0.37
O: -1.28339 4.12355 -3.25868  -0.38
C: -3.49280 2.07845 1.50719  -0.92
O: -2.86739 1.14054 0.67723  -0.08
C: -3.57853 -0.07706 0.64522  -0.88
C: -2.68631 -1.09558 -0.15497  -0.59
N: -2.04289 -0.62859 -1.34573  0.07
C: -1.42527 -1.73106 -2.07906  -0.97
C: -0.54527 -1.31197 -3.22071  -0.60
O: 0.65006 -0.72292 -2.69449  -0.12
C: 1.76156 -0.44533 -3.60119  -0.92
H: -3.29566 1.68081 2.50274  0.37
H: -4.54520 2.18876 1.24565  0.35
H: -3.07511 3.07956 1.40036  0.15
H: -4.60276 0.02818 0.28745  0.48
H: -3.72435 -0.52800 1.62678  0.43
H: -3.41658 -1.85652 -0.43029  0.47
H: -1.95827 -1.55415 0.51418  0.12
H: -2.59639 0.07148 -1.81864  0.23
H: -2.17557 -2.42880 -2.45098  0.46
H: -0.78915 -2.38837 -1.48627  0.36
H: -1.06431 -0.62607 -3.89022  0.36
H: -0.23634 -2.15769 -3.83506  0.54
H: 1.85316 0.44979 -4.21637  0.30
H: 1.82561 -1.28300 -4.29568  0.35
H: 2.71879 -0.66943 -3.13044  0.28
C: 4.93612 -2.35672 0.45577  -0.81
O: 3.65040 -1.76666 0.46290  -0.31
C: 2.48604 -2.47199 0.88283  -0.87
C: 1.19467 -1.66313 0.75191  -0.07
N: 1.26548 -0.23821 1.03585  0.07
C: 1.09453 -0.06647 2.48877  -0.72
C: 1.04334 1.42810 2.72134  -0.72
O: -0.21691 1.96224 2.12031  -0.09
C: -0.35952 3.35236 2.28478  -0.87
H: 5.10811 -2.81438 1.42997  0.33
H: 5.73437 -1.64637 0.24060  0.25
H: 5.01910 -3.17600 -0.25837  0.30
H: 2.63098 -2.69648 1.93956  0.35
H: 2.57225 -3.35705 0.25248  0.47
H: 0.34224 -2.09569 1.27572  0.47
H: 0.87671 -1.70424 -0.28987  -0.43
H: 2.25147 -0.04672 0.92981  0.24
H: 1.91490 -0.44492 3.09857  0.42
H: 0.24787 -0.48077 3.03617  0.41
H: 1.85051 1.86888 2.13629  0.42
H: 1.11864 1.54189 3.80277  0.36
H: -0.75955 3.48273 3.29031  0.29
H: -0.96617 3.75410 1.47320  0.17
H: 0.61886 3.83119 2.24483  0.41

---

# 3
4 unconnected molecules or ions with the total composition C12H30NO6, computed with ωB97M-V/def2-TZVPD.

**HOMO**: -2.68 eV
**Frontier orbital gap**: 5.086 eV
**Charge**: -1
**Energy above the lowest of the compared OMol25 structures with the same formula, charge and spin**: 0.0 kcal/mol
**LUMO energy**: 2.408 eV
**Spin multiplicity**: 1

Last column: Mulliken charge in e.
Cartesian coordinates (Å):
C: 1.31888 4.14685 -0.64301  -0.70
C: 0.63767 5.38290 -0.15310  0.54
O: 1.22455 6.45748 -0.12231  -0.65
O: -0.59417 5.23899 0.33965  -0.33
C: -1.65754 4.72159 -0.62376  -0.46
N: -1.59164 3.40624 -1.02060  -0.83
O: -1.73785 2.62898 0.21559  -0.19
H: 1.97828 3.78940 0.13676  0.08
H: 0.62432 3.35976 -0.88672  0.33
H: 1.92171 4.38404 -1.50558  0.31
H: -1.62807 5.33404 -1.51839  0.36
H: -2.57057 4.96752 -0.06704  0.31
H: -0.92803 2.71685 0.72779  0.24
C: 1.54999 -0.96925 1.14281  -1.19
C: 2.18765 0.39889 1.32481  0.47
C: 3.09111 0.43889 2.54968  -1.37
O: 1.18453 1.40383 1.41122  -0.42
H: 0.92113 -1.21217 2.00463  0.34
H: 0.90769 -0.97181 0.26226  0.25
H: 2.30130 -1.75151 1.02940  0.30
H: 2.77053 0.64864 0.43738  0.23
H: 2.51111 0.23452 3.45414  0.34
H: 3.53948 1.42638 2.66123  0.35
H: 3.88904 -0.30249 2.47842  0.38
H: 0.63944 1.21308 2.17997  0.29
C: 1.15311 -5.17426 -0.89260  -1.29
C: 2.02728 -4.04886 -1.42339  0.56
C: 2.67021 -4.41515 -2.75238  -1.41
O: 3.02645 -3.70088 -0.46565  -0.51
H: 1.75405 -6.07192 -0.71797  0.33
H: 0.69990 -4.88848 0.05593  0.32
H: 0.35851 -5.42424 -1.59627  0.37
H: 1.42336 -3.15037 -1.54775  0.27
H: 3.31637 -5.29004 -2.63359  0.35
H: 3.28772 -3.59451 -3.11608  0.34
H: 1.91683 -4.64483 -3.50662  0.37
H: 3.58747 -4.46840 -0.32485  0.32
C: -4.08206 0.32129 -0.93054  -1.06
C: -3.77472 -0.69801 0.14770  0.36
C: -4.58161 -0.42232 1.40959  -1.25
O: -2.37689 -0.67463 0.42388  -0.44
H: -3.80741 1.31215 -0.55954  0.19
H: -3.48058 0.13309 -1.81874  0.29
H: -5.13707 0.32817 -1.21721  0.39
H: -3.98950 -1.71099 -0.20227  0.24
H: -4.33995 0.56989 1.79729  0.29
H: -4.34227 -1.15138 2.18607  0.31
H: -5.65462 -0.46262 1.21104  0.39
H: -2.14509 0.23563 0.65869  0.28

---

# 4
A molecular structure, C12H31AsBO2, computed with ωB97M-V/def2-TZVPD.

**HOMO**: -2.54 eV
**Frontier orbital gap**: 5.569 eV
**Charge**: -1
**LUMO energy**: 3.030 eV
**Spin multiplicity**: 1

Last column: Mulliken charge in e.
Cartesian coordinates (Å):
C: -0.04478 2.87060 -2.93934  -1.61
C: -0.22896 1.56364 -2.16452  0.47
C: 1.02684 0.98457 -1.51487  -0.13
C: 1.97290 2.03643 -0.94634  -1.73
As: 0.50969 -0.47992 -0.06543  0.76
C: -0.44198 0.97354 1.11390  -1.01
C: -1.95266 0.84353 1.21613  -0.45
C: -2.71915 2.14054 1.45777  -0.95
O: -2.39929 3.19352 0.54623  -0.51
B: 1.44510 -1.89543 -1.33933  0.35
C: 0.70920 -2.48901 -2.61308  -1.07
O: 2.74606 -2.28606 -1.10875  -0.67
C: 0.02804 -2.02831 1.29136  0.14
C: -1.32557 -2.65423 0.97243  -1.62
C: 0.12082 -1.73748 2.79105  -0.48
C: 1.49443 -1.28662 3.28885  -1.26
H: 0.18347 3.70786 -2.27583  0.32
H: -0.95142 3.13150 -3.49560  0.47
H: 0.77419 2.79114 -3.66166  0.36
H: -0.65144 0.81559 -2.84252  0.23
H: -0.99315 1.71081 -1.39077  -0.51
H: 1.57316 0.43109 -2.29647  0.53
H: 2.69700 1.56818 -0.27287  0.44
H: 1.43858 2.79480 -0.36656  0.28
H: 2.53519 2.57211 -1.72239  0.41
H: -0.90467 -0.70009 -0.85712  -0.07
H: 1.87505 -0.18067 0.71776  -0.30
H: -0.18271 1.94119 0.68429  0.64
H: 0.01274 0.94088 2.10906  0.46
H: -2.34641 0.36627 0.30470  0.29
H: -2.22617 0.17202 2.03928  0.25
H: -2.48539 2.54619 2.44599  0.36
H: -3.80057 1.94288 1.42854  0.34
H: -2.56366 2.86200 -0.34840  0.31
H: 1.38243 -2.98755 -3.32648  0.33
H: 0.14520 -1.71626 -3.14193  0.21
H: -0.03249 -3.22503 -2.27972  0.28
H: 3.07876 -2.86293 -1.81308  0.29
H: 0.79692 -2.78633 1.06850  0.44
H: -1.41927 -3.66776 1.38745  0.46
H: -2.14309 -2.05782 1.39048  0.21
H: -1.49457 -2.71320 -0.10724  0.30
H: -0.17238 -2.64359 3.34569  0.50
H: -0.62799 -0.98149 3.05649  0.05
H: 2.28727 -1.83239 2.77119  0.24
H: 1.67244 -0.22864 3.09880  0.26
H: 1.60228 -1.46005 4.36437  0.38